1.
ORCA calculation (the ωB97M-V functional and the def2-TZVPD basis) on the ion H2P4S3 with charge -2 at a distorted geometry.

Geometry as XYZ:
```
9
Properties=species:S:1:pos:R:3:forces:R:3:lowdin_charge:R:1
S 4.09359 0.56615 0.23936 -0.96 -0.68 -0.24 -0.325
S -2.23552 1.67177 -0.98770 -0.87 1.54 0.01 -0.407
S -0.63030 -2.78544 0.40356 0.90 -0.90 0.44 -0.449
P -1.05251 0.08390 -1.02963 0.10 -1.22 -1.02 -0.432
P 0.65547 0.82503 0.15813 0.76 -2.15 0.98 0.184
P 2.43363 -0.55160 -0.07992 -0.13 1.95 0.32 -0.018
P -2.09267 -1.43184 0.23217 -0.33 2.27 1.36 -0.224
H -2.04685 -0.42580 1.49469 0.01 -1.43 -1.37 -0.136
H 0.87517 2.04784 -0.43066 0.51 0.62 -0.49 -0.193
```
Positions in Å, forces in eV/Å.

Output
E_HOMO (alpha / beta)	0.34 / 0.34	eV
charge	-2
gap between HOMO and LUMO (alpha / beta)	4.507 / 4.504	eV
F_max	0.0519	Eh/bohr
2S+1	1
structure (SMILES)	S=P(P[S-])=[PH]=P[S-]

2.
ORCA calculation (the ωB97M-V functional and the def2-TZVPD basis) on a cluster of 14 separate species, H30NO13 in total at a distorted geometry.

Geometry as XYZ:
```
44
Properties=species:S:1:pos:R:3:forces:R:3:lowdin_charge:R:1
O -0.29571 -2.78336 3.44522 1.23 -3.06 -1.10 -0.126
O -2.37273 -0.13874 2.57292 -2.64 2.73 1.47 -0.120
O 2.96762 0.33918 1.81715 3.54 -4.33 -4.11 -0.011
O -0.79955 2.56895 -2.23489 -3.17 1.42 2.39 -0.069
O -2.66997 -1.12825 -1.68087 -0.86 1.01 -0.42 -0.107
O 2.23746 2.55992 -0.75894 -2.27 2.11 1.70 0.029
O 0.40549 0.38642 -2.52545 1.89 -4.05 -2.04 -0.029
O -2.33939 2.47420 0.13857 4.60 3.83 -0.52 0.040
O 1.64728 -1.66973 -1.77824 0.30 -3.89 2.03 -0.007
O -1.04191 -3.34810 -0.52253 -0.31 0.62 -0.88 -0.012
O 3.07936 0.54973 -0.82968 1.33 -4.21 -0.03 -0.069
O 0.00289 2.36873 1.86936 -1.97 2.97 -0.53 -0.081
O 0.78759 -2.57396 1.01352 -0.95 1.22 1.84 -0.025
N -0.08668 -0.09685 -0.01576 3.61 -3.65 0.20 0.343
H -0.95916 2.45667 2.13654 1.81 -0.98 0.25 0.039
H 2.58918 0.61055 2.56891 -2.16 1.38 4.67 -0.017
H 3.45638 -0.56317 1.96993 -1.47 2.82 -0.07 0.147
H 1.69895 -2.67342 1.14907 1.94 -0.28 0.07 0.050
H 0.93608 -0.12275 -0.23585 -0.43 0.20 0.86 0.109
H 0.58590 0.31521 -3.48256 -0.13 0.13 0.64 0.112
H 0.06495 3.33650 1.54771 0.64 -2.08 0.65 0.097
H 2.91513 0.47807 0.11935 0.60 0.23 0.24 -0.017
H -2.80234 0.35933 3.40718 1.68 -1.94 -2.46 0.128
H 2.15788 -0.95660 -1.48188 2.62 1.66 1.55 -0.038
H -0.80038 -4.25319 -0.67073 0.18 -0.86 -0.36 0.077
H -3.38748 -0.83764 -2.33693 1.84 -1.71 1.30 0.091
H -3.03832 0.15025 1.88597 0.98 -0.77 0.84 0.040
H -0.35707 -0.75465 -0.71812 -1.14 -0.94 -0.32 0.082
H -0.20279 -2.70113 2.47475 -0.27 1.04 0.27 -0.039
H 0.12447 -3.71902 3.37073 -1.04 2.00 1.31 0.082
H 0.06043 1.20661 -2.40132 -1.76 4.11 0.58 -0.082
H -2.27843 2.63372 1.05473 -0.73 -0.11 1.17 0.022
H -0.29287 -0.27918 0.93840 -0.13 -0.87 1.06 0.109
H -2.94979 1.91398 -0.14409 -4.51 -3.88 -1.07 -0.012
H -2.34143 -2.05333 -1.69536 -0.83 0.70 -0.79 0.021
H 1.27729 -1.18733 -2.43987 -2.24 1.16 -3.28 -0.045
H 0.52943 -2.89382 0.17997 -0.26 -0.61 -1.84 -0.021
H 2.65079 3.10719 -1.38045 1.24 1.34 -1.54 0.072
H -0.39364 0.74579 -0.22346 -2.08 5.26 -1.41 0.023
H 1.48569 3.07144 -0.45639 -0.31 0.18 0.02 0.071
H -1.31753 2.50533 -3.03124 0.02 0.01 -1.08 0.059
H 2.46997 1.21378 -1.07911 -0.66 0.59 -0.74 -0.093
H -1.60491 2.77793 -1.58519 2.86 -0.50 -1.22 0.104
H -1.79815 -3.39523 0.04891 -0.61 -0.03 0.71 0.072
```
Positions in Å, forces in eV/Å.

Output
E_HOMO	-13.02	eV
charge	+1
gap between HOMO and LUMO	9.801	eV
F_max	0.1350	Eh/bohr
2S+1	1

3.
ORCA calculation (the ωB97M-V functional and the def2-TZVPD basis) on a cluster of 15 separate species, H30O15 in total at a distorted geometry.

Geometry as XYZ:
```
45
Properties=species:S:1:pos:R:3:forces:R:3:lowdin_charge:R:1
O -1.49145 -1.93641 1.79724 -0.97 -1.16 1.25 -0.035
O 0.91384 3.35280 0.36489 0.22 1.14 0.43 -0.047
O 0.21924 -1.06209 -2.70574 0.75 0.61 -0.84 -0.028
O 1.82548 0.21367 2.11398 -1.60 -1.36 0.53 -0.007
O -2.80803 -1.88130 -1.52710 -0.82 -1.25 0.10 -0.045
O -2.23518 1.26832 -1.43904 1.92 -0.89 -0.97 -0.034
O -1.46001 2.37774 1.24722 0.65 1.82 0.37 -0.038
O 3.27565 -1.04516 -1.00830 -0.29 0.36 0.48 -0.047
O 1.77103 1.62253 -1.43898 -1.51 -1.89 -0.93 -0.045
O 0.54821 -2.72488 -0.49376 0.93 -0.19 -0.56 -0.036
O 0.14043 1.41448 -3.82515 0.37 0.56 0.02 -0.034
O -0.16662 -0.19750 0.07852 -1.88 0.35 0.26 -0.033
O 1.88308 -2.84024 2.00905 -1.36 0.94 1.37 -0.105
O -3.40074 -0.09248 1.14609 0.27 0.62 0.31 -0.052
O 0.69718 2.08231 3.67427 0.40 0.22 -0.70 -0.067
H -0.03430 -3.40390 -0.18770 -1.16 -0.64 0.40 0.071
H 1.11120 1.71564 -2.17911 0.53 -0.18 0.58 0.056
H 3.22450 -1.33008 -1.91560 0.16 -0.08 -0.46 0.017
H 1.10112 1.35024 3.16436 -0.41 0.48 0.31 -0.024
H 2.30496 2.37087 -1.55696 1.43 1.77 -0.14 0.041
H 1.33732 -3.23665 -0.71526 0.30 0.25 0.03 0.084
H 1.06589 -1.12316 -3.16291 0.07 0.52 -0.28 0.069
H -2.16594 1.78726 1.07892 -1.15 -1.02 -0.52 -0.024
H 0.23377 -1.92014 -2.32274 -0.80 -1.48 1.14 0.017
H -0.00415 3.21637 0.56505 -0.52 0.28 0.86 -0.028
H -1.74052 3.24805 0.89814 -0.19 -0.75 0.36 0.083
H -1.47783 -1.49673 2.65697 0.45 -0.03 -0.29 0.067
H -3.46373 0.48077 1.91385 -0.57 0.26 0.18 0.041
H 0.98103 2.58584 -0.17381 0.82 -1.18 -0.97 -0.050
H 0.15526 -0.64744 -0.68793 0.71 -0.35 -0.68 -0.006
H -2.64153 -0.63664 1.41940 -0.29 -0.62 -0.58 -0.013
H 2.20517 -0.53935 2.58279 0.22 -0.11 -0.35 0.068
H -0.98252 -1.45941 1.15600 0.99 1.11 -0.72 -0.026
H 2.84094 -0.17211 -1.00691 0.05 -0.18 -0.11 0.006
H -1.74990 0.75277 -0.76986 -0.09 0.45 -0.03 -0.011
H 1.40984 -2.65274 2.88833 0.79 -0.59 -2.20 0.079
H -3.72270 -1.56234 -1.46604 0.63 0.08 0.04 0.053
H 0.03401 0.62235 -3.30088 -0.80 -0.49 0.29 -0.022
H -2.24956 -1.12501 -1.59370 0.24 1.14 -0.20 -0.030
H -3.02097 1.55198 -1.03625 -1.69 0.39 0.88 0.005
H 2.52023 0.74348 1.80443 1.72 1.20 -0.70 0.058
H 0.38798 1.70172 4.48030 -0.29 -0.35 0.84 0.005
H 0.78281 1.13373 -4.47763 0.16 0.20 -0.41 0.050
H 0.54928 -0.01015 0.66964 1.03 0.35 0.56 0.013
H 1.29625 -2.49699 1.28190 0.58 -0.33 1.07 0.002
```
Positions in Å, forces in eV/Å.

Output
E_HOMO	-10.27	eV
charge	0
gap between HOMO and LUMO	9.960	eV
F_max	0.0504	Eh/bohr
2S+1	1

4.
ORCA calculation (the ωB97M-V functional and the def2-TZVPD basis) on a cluster of 15 separate species, H31O15 in total at a distorted geometry.

Geometry as XYZ:
```
46
Properties=species:S:1:pos:R:3:forces:R:3:lowdin_charge:R:1
O 3.67208 -2.32899 -0.98572 2.02 -0.63 -1.58 -0.041
O -0.12458 3.59557 -1.89666 -1.53 -1.28 -0.06 -0.042
O -3.02764 -1.40563 -0.75209 1.08 -0.58 1.41 -0.095
O -3.06191 0.94022 2.86804 0.91 0.47 0.54 -0.021
O 1.17194 -2.82872 0.28708 -0.45 2.22 0.60 -0.051
O 0.15290 -1.59560 4.02420 -1.89 -0.64 -0.93 -0.056
O 2.27398 1.90012 1.97691 -0.03 -1.28 1.69 -0.079
O -0.21947 -0.31168 -0.18273 -0.80 -1.04 1.04 -0.123
O 1.38767 1.47600 -0.36232 1.12 0.86 -2.85 -0.096
O -1.44314 1.86509 -0.22444 1.12 -2.80 -0.61 0.104
O 2.27007 3.90326 -1.47966 0.87 0.17 -0.42 -0.046
O -0.96609 -0.74239 -2.51283 -2.00 -3.14 0.01 -0.110
O -3.24665 0.88610 -1.72111 0.34 0.58 0.98 -0.025
O 2.58441 -0.55848 1.42800 2.04 -1.03 -1.26 -0.075
O -1.62115 -3.87369 0.56392 -0.03 0.25 1.06 -0.075
H 1.45374 -3.69865 0.08813 -0.38 -1.36 -0.34 0.033
H 3.49567 -0.53613 1.01066 -1.21 0.70 0.93 0.107
H 2.21305 0.96718 -0.40390 -0.30 -0.08 0.71 0.069
H 1.57207 1.94429 1.35618 -0.77 1.31 -1.27 -0.043
H -3.20899 -2.33957 -0.54503 0.17 0.29 0.17 0.050
H -0.74271 2.44590 -0.64049 -0.66 0.35 -0.32 0.090
H -1.53894 -1.58404 -2.15195 1.67 3.21 -0.73 0.143
H 1.56038 2.05371 -1.15485 -0.38 0.10 1.29 0.058
H -0.67230 -1.09573 3.80529 1.39 -0.28 0.64 0.048
H 0.85349 -1.00723 4.25072 0.45 0.99 0.27 0.017
H -3.88290 0.56903 2.59093 -0.93 -0.45 -0.34 0.026
H 2.53997 -1.51323 1.53215 -0.79 -0.54 0.27 0.046
H -3.23693 0.86509 -2.66111 -0.33 -0.10 -1.10 0.062
H -1.79792 1.11021 -0.95975 -0.42 2.68 1.22 0.161
H 2.08134 0.94359 2.14942 1.21 1.02 0.62 0.008
H 0.20236 -2.70119 0.28102 0.66 -1.11 -0.18 0.024
H -1.00369 -0.90356 -3.46849 0.34 0.25 0.17 0.071
H 0.10553 2.96528 -2.59368 0.03 0.49 -0.03 0.072
H 0.48941 -0.60180 0.42989 0.02 0.27 -1.16 0.057
H 3.16004 3.99538 -1.83790 0.09 0.10 0.06 0.079
H 3.18977 -1.57613 -0.68513 -1.15 -0.58 0.89 -0.019
H -0.82323 1.17519 0.25950 -0.57 0.58 -0.72 0.119
H -2.33203 -1.12218 -0.08000 -1.14 -0.71 -1.31 0.050
H 2.23736 4.51136 -0.73687 0.09 -0.01 0.32 0.079
H -0.00308 -0.30177 -1.15986 0.22 -0.47 1.39 0.061
H 3.59700 -3.22717 -0.63510 -0.69 1.15 0.47 0.051
H -2.39643 0.62552 2.25798 0.02 -0.07 -0.21 0.000
H 0.34944 4.39716 -2.08870 0.46 0.33 -0.08 0.053
H -1.38561 -4.81938 0.67167 -0.28 0.87 0.19 0.076
H -1.73746 -3.48232 1.47132 0.22 -1.02 -1.15 0.082
H -4.14079 1.01999 -1.38262 0.20 -0.05 -0.26 0.099
```
Positions in Å, forces in eV/Å.

Output
E_HOMO	-12.92	eV
charge	+1
gap between HOMO and LUMO	9.922	eV
F_max	0.0723	Eh/bohr
2S+1	1

Calculated values (kcal per mole) of ΔE to the lowest compared entry with this formula, charge and spin for the records, taken in order: 37.2; 168.3; 45.4; 91.7.
Calculated values (eV) of energy for the records, taken in order: -69693.9337; -28586.0245; -31199.6980; -31207.5650.